[1]
58
Properties=species:S:1:pos:R:3 method="wB97M-V/def2-TZVPD" total_energy_ha=-3330.70879 lumo_ev="-6.0 / -7.8" multiplicity=5 charge=+2 orbital_gap_ev="8.2 / 7.1"
Co -0.05897 1.11422 -0.34415
P -1.02396 0.44434 -2.40670
P 0.76001 -1.76793 -1.54438
O -1.86773 -2.06527 1.27618
O -0.37312 -0.75601 0.24772
N -0.38368 -1.12202 -2.58461
N -1.14621 1.49602 1.37354
C 0.38650 2.70097 -2.90326
C 1.58122 -3.05826 -2.46879
C 2.03919 -4.33081 -4.45267
C 1.35904 -3.30159 -3.82794
C 2.92787 -5.11949 -3.73052
C -5.39183 0.19614 -3.68755
C -3.42901 -0.89698 -2.83515
C 2.57183 0.09470 -2.43481
C -4.69996 1.39846 -3.76243
C 3.71976 1.73934 -1.10742
C 2.46160 -3.86507 -1.74002
C -2.72818 0.30637 -2.93095
C 1.92044 -0.38634 -1.29521
C 3.14245 -4.88566 -2.37809
C 3.10713 1.24999 0.03864
C -3.36953 1.46020 -3.38551
C 0.03726 1.35889 -4.87362
C -4.75854 -0.94862 -3.22369
C -0.14951 1.56529 -3.50727
C 0.77293 2.27050 -5.61119
C -1.40527 -0.98900 1.03496
C 1.11614 3.62100 -3.64193
C 1.31215 3.39765 -4.99665
C -2.00727 0.29636 1.61970
C 3.46660 1.14820 -2.33873
C 2.21846 0.17729 -0.03849
H 1.88066 -4.51781 -5.50580
H -2.96731 -1.79107 -2.43304
H 1.83370 -0.27321 0.86822
H 1.51670 4.50714 -3.16882
H -2.20258 0.15429 2.68083
H -0.92659 -1.79602 -3.11502
H 3.35256 1.66835 1.00623
H 2.37744 -0.35567 -3.40075
H 4.41925 2.56116 -1.03401
H 0.92037 2.11291 -6.67096
H 3.45340 -5.92497 -4.22509
H 0.68660 -2.67875 -4.40371
H -5.19564 2.28908 -4.12318
H -5.29892 -1.88255 -3.15571
H 3.82829 -5.50759 -1.82015
H 2.60985 -3.70165 -0.67860
H -0.53871 1.64700 2.17704
H -2.96794 0.45789 1.13032
H -6.42930 0.15327 -3.98946
H 1.87612 4.10924 -5.58448
H 0.20706 2.92430 -1.84340
H -0.39207 0.48933 -5.35742
H 3.96681 1.50756 -3.22785
H -2.83315 2.39803 -3.46987
H -1.74141 2.32098 1.34209

---

[2]
54
Properties=species:S:1:pos:R:3 method="wB97M-V/def2-TZVPD" e_above_lowest_kcal_mol=48.5 total_energy_ha=-2613.47822 lumo_ev="3.0 / 3.0" multiplicity=6 charge=-1 orbital_gap_ev="4.5 / 7.2"
Fe 0.28698 -0.12905 -0.19893
Si -1.69487 0.46927 1.16905
N -0.52255 -0.83117 1.37253
C -2.99337 -3.28296 2.31898
C -4.13441 -2.93449 3.05612
C -0.31286 1.24539 3.43614
C 0.81664 0.01733 -2.20277
C -1.85736 2.92566 2.62066
C -4.63692 2.78931 -1.70171
C -0.66510 3.25261 4.71824
C -1.24234 1.67335 2.48219
C -0.61178 0.13263 -2.07577
C -3.37592 3.31897 -1.39767
C -4.98202 1.51821 -1.22637
C -2.29010 -2.29465 1.65214
C -1.54791 3.71532 3.73384
C 2.17826 0.94789 0.49147
C -2.82251 1.31496 -0.09917
C -2.71677 -0.97283 1.80094
C 0.04102 -1.90542 -1.16547
C -4.53837 -1.60785 3.17365
C -2.47881 2.57792 -0.61293
C 1.20816 -1.24602 -1.64482
C 1.16725 1.83586 0.16591
C -0.04916 2.00831 4.57163
C 2.91562 0.04166 1.07410
C -1.09093 -1.05575 -1.40045
C -3.78764 -0.59103 2.57549
C -4.07951 0.78803 -0.43319
H -4.03810 0.46453 2.67449
H -1.41781 -2.57713 1.04418
H 2.56720 -0.97923 1.51166
H 4.02118 0.28210 1.02057
H 0.41653 -1.31767 1.33602
H -2.01145 4.69730 3.83689
H 0.00456 -2.92015 -0.76981
H 0.21438 0.30208 3.30951
H -4.37097 -0.19256 -0.05197
H 0.51830 2.29836 0.86926
H -3.08917 4.30958 -1.76614
H -5.42745 -1.32282 3.72250
H -1.50156 3.00469 -0.37827
H 0.63701 1.61480 5.32150
H 2.21129 -1.67016 -1.67209
H -4.71453 -3.71441 3.54011
H -5.95962 1.09001 -1.46953
H 1.47452 0.73300 -2.71334
H -1.23935 0.95197 -2.46291
H -2.13926 -1.29889 -1.18615
H -0.45563 3.86187 5.59789
H -2.65937 -4.30934 2.23788
H -5.34107 3.36645 -2.31056
H -2.57966 3.26527 1.87537
H 1.35458 2.39045 -0.72642

---

[3]
65
Properties=species:S:1:pos:R:3 method="wB97M-V/def2-TZVPD" e_above_lowest_kcal_mol=0.0 total_energy_ha=-3732.44407 lumo_ev=2.3 charge=-1 orbital_gap_ev=7.0
K -0.46426 -2.15524 1.51773
S -2.83368 -2.33710 6.53927
S -0.78931 -3.15642 4.45987
S 1.22174 -4.24424 -3.00999
S 1.23585 -0.08070 -3.85682
O -2.31214 -3.54594 -0.49885
O -2.71677 -3.43730 -2.69184
N -1.79022 -0.51387 3.36412
N 0.95482 -3.61514 -0.55560
N -2.36209 -0.89694 4.54237
N 2.59568 -0.37295 -0.90516
N 2.23167 -1.51407 0.99534
N -1.93762 -0.98295 -3.00466
N -0.80310 0.59052 0.94697
C -1.78927 -1.50001 -1.64994
C -0.86035 3.37025 -4.20771
C 2.22845 -1.54413 -0.31474
C -1.17294 3.31518 0.52786
C 0.78027 1.61025 -3.84175
C 1.28803 3.93468 -3.32434
C 2.77400 0.52692 0.12582
C 1.66194 2.60182 -3.38752
C 0.01824 4.33325 -3.72559
C -1.96906 -2.06317 5.00295
C -1.48766 1.32677 1.83544
C 2.65982 0.41387 2.55009
C 3.05552 1.89019 0.14453
C 2.05427 -2.86662 -2.44729
C 2.93832 1.76538 2.57168
C 2.57456 -0.20801 1.30480
C -1.69343 2.69423 1.64821
C 0.58077 -4.48660 -1.43671
C -0.48614 2.03679 -4.26643
C -2.16451 -3.89763 7.12750
C 1.79561 -2.68476 -1.12262
C -2.30425 -2.92766 -1.53607
C -0.31266 1.20362 -0.12934
C 3.13159 2.49247 1.38515
C -0.46175 2.55930 -0.38858
C -2.02369 0.70088 3.05095
H -1.31983 4.37664 0.36921
H -2.54099 -0.17227 -3.02173
H 3.33547 3.55419 1.44554
H -0.27584 5.37379 -3.67495
H -2.61485 1.33072 3.71828
H -0.03269 2.99262 -1.28105
H -2.67453 -4.09473 8.07170
H 2.99611 2.28295 3.52071
H 2.48274 -0.14896 3.45746
H -2.54333 -2.70474 -3.33929
H 1.99556 4.67027 -2.95860
H 2.63887 -2.24457 -3.10576
H 2.66106 2.30411 -3.09341
H -1.18295 1.29821 -4.64624
H -0.10931 -5.28986 -1.22457
H -1.02861 -0.69497 -3.38200
H -2.36385 -4.70082 6.42271
H 0.22818 0.58641 -0.84116
H -1.85186 3.65957 -4.53676
H -0.73534 -1.53027 -1.35466
H 3.18301 2.45594 -0.76753
H -2.25135 3.25224 2.38936
H -1.09208 -3.82838 7.29131
H 2.36040 -0.16054 -1.89780
H -2.31030 -0.90250 -0.89991